(1)
# C8H16N2O3

A single C8H16N2O3 molecule at a distorted geometry (wB97M-V/def2-TZVPD, the OMol25 dataset).

* E_LUMO: 0.2 eV
* ΔE to the lowest compared entry with this formula, charge and spin: 4.469 eV
* multiplicity: 1
* largest force on an atom: 0.12697 Eh/bohr
* highest occupied orbital energy: -7.7 eV
* net charge: 0
* SMILES string: C[N+](C)(CCCNC=O)CC(=O)[O-]
* orbital gap: 7.89 eV

Last columns: bonded neighbours and bond lengths (Å).
Positions of all 29 atoms, in Å:
1 C 1.379 0.768 -0.670  N2 1.518, H14 1.084, H15 1.072, H16 1.103
2 N 0.438 -0.295 -1.206  C1 1.518, C3 1.485, C4 1.550, C10 1.481
3 C 0.186 -0.069 -2.652  N2 1.485, H17 1.074, H18 1.087, H19 1.156
4 C -0.913 -0.181 -0.454  N2 1.550, C5 1.514, H20 1.157, H21 1.107
5 C -0.906 -0.175 1.060  C4 1.514, C6 1.501, H22 0.974, H23 1.112
6 C -1.503 1.011 1.760  C5 1.501, N7 1.451, H24 1.150, H25 1.048
7 N -0.936 1.415 3.034  C6 1.451, C8 1.368, H26 1.002
8 C 0.285 2.005 3.212  N7 1.368, O9 1.279, H27 1.073
9 O 1.094 2.037 2.222  C8 1.279
10 C 0.996 -1.650 -0.989  N2 1.481, C11 1.553, H28 1.113, H29 1.086
11 C 0.356 -2.886 -1.676  C10 1.553, O12 1.242, O13 1.186
12 O 1.041 -3.028 -2.703  C11 1.242
13 O -0.564 -3.541 -1.314  C11 1.186
14 H 1.079 1.797 -0.838  C1 1.084
15 H 1.556 0.690 0.385  C1 1.072
16 H 2.384 0.575 -1.081  C1 1.103
17 H 0.994 -0.413 -3.270  C3 1.074
18 H -0.720 -0.582 -2.964  C3 1.087
19 H 0.174 1.065 -2.878  C3 1.156
20 H -1.532 -1.105 -0.773  C4 1.157
21 H -1.547 0.643 -0.834  C4 1.107
22 H 0.015 -0.228 1.371  C5 0.974
23 H -1.427 -1.085 1.431  C5 1.112
24 H -2.587 0.718 2.008  C6 1.150
25 H -1.545 1.804 1.076  C6 1.048
26 H -1.500 1.615 3.838  N7 1.002
27 H 0.723 2.514 4.049  C8 1.073
28 H 2.083 -1.584 -1.220  C10 1.113
29 H 0.894 -1.836 0.076  C10 1.086

Löwdin population analysis, charges in e, atoms 1 to 8: C 0.007; N -0.289; C -0.004; C -0.093; C -0.174; C -0.175; N 0.029; C -0.248

---

(2)
# C8H16N2O3

A single C8H16N2O3 molecule at a distorted geometry (wB97M-V/def2-TZVPD, the OMol25 dataset).

* E_LUMO: 0.3 eV
* ΔE to the lowest compared entry with this formula, charge and spin: 2.904 eV
* multiplicity: 1
* largest force on an atom: 0.09276 Eh/bohr
* highest occupied orbital energy: -9.8 eV
* net charge: 0
* SMILES string: CC[C@H](C)[C@H](NC(=O)CN)C(=O)O
* orbital gap: 10.11 eV

Last columns: bonded neighbours and bond lengths (Å).
Positions of all 29 atoms, in Å:
1 C 0.812 2.175 0.430  C2 1.570, H14 1.055, H15 1.081, H16 1.183
2 C -0.103 1.734 -0.766  C1 1.570, C3 1.562, H17 1.128, H18 1.096
3 C -1.266 0.766 -0.378  C2 1.562, C4 1.508, C5 1.500, H19 1.106
4 C -2.170 1.534 0.553  C3 1.508, H20 1.090, H21 1.102, H22 1.079
5 C -0.813 -0.620 -0.027  C3 1.500, N6 1.518, C11 1.544, H23 1.092
6 N 0.245 -1.106 -1.001  C5 1.518, C7 1.397, H24 1.007
7 C 1.597 -0.826 -0.789  N6 1.397, O8 1.231, C9 1.459
8 O 2.200 0.065 -1.386  C7 1.231
9 C 2.208 -1.710 0.198  C7 1.459, N10 1.357, H25 1.118, H26 1.106
10 N 1.720 -1.562 1.456  C9 1.357, H27 1.046, H28 1.015
11 C -1.953 -1.649 -0.187  C5 1.544, O12 1.222, O13 1.356
12 O -3.162 -1.473 -0.156  C11 1.222
13 O -1.446 -2.895 -0.358  C11 1.356, H29 0.979
14 H 1.232 1.337 0.915  C1 1.055
15 H 0.257 2.842 1.075  C1 1.081
16 H 1.743 2.859 0.177  C1 1.183
17 H -0.625 2.610 -1.247  C2 1.128
18 H 0.418 1.276 -1.614  C2 1.096
19 H -1.820 0.588 -1.319  C3 1.106
20 H -1.683 2.087 1.357  C4 1.090
21 H -2.693 2.295 -0.047  C4 1.102
22 H -3.036 1.005 0.920  C4 1.079
23 H -0.171 -0.685 0.854  C5 1.092
24 H -0.202 -0.998 -1.897  N6 1.007
25 H 3.280 -1.437 0.033  C9 1.118
26 H 1.962 -2.686 -0.259  C9 1.106
27 H 2.316 -2.065 2.154  N10 1.046
28 H 1.623 -0.565 1.620  N10 1.015
29 H -0.468 -2.896 -0.313  O13 0.979

Löwdin population analysis, charges in e, atoms 1 to 8: C -0.074; C -0.196; C -0.344; C -0.059; C -0.176; N 0.064; C -0.464; O 0.089